Record 1
The following is a DFT calculation (ωB97M-V/def2-TZVPD) of 2 unconnected molecules or ions with the total composition C3H5I at a distorted geometry.

HOMO-LUMO gap (spin up / spin down): 7.0 / 7.2 eV
multiplicity: 1
HOMO level (spin up / spin down): -7.93 / -7.97 eV
energy above the lowest of the compared OMol25 structures with the same formula, charge and spin: 7.972 eV

Atoms and positions in Å:
1 C 0.818 1.322 1.425
2 C -0.970 -0.189 -0.251
3 C -0.342 -1.355 -0.723
4 I -1.355 1.446 -1.500
5 H 1.061 2.321 1.224
6 H 0.717 1.259 2.556
7 H -0.484 -1.553 -1.785
8 H 0.791 -1.045 -0.843
9 H -0.236 -2.207 -0.103

Record 2
The following is a DFT calculation (ωB97M-V/def2-TZVPD) of a single C3H5I molecule at a distorted geometry.

SMILES: C=CCI
HOMO-LUMO gap: 9.8 eV
multiplicity: 1
HOMO level: -9.34 eV
energy above the lowest of the compared OMol25 structures with the same formula, charge and spin: 0.329 eV

Atoms and positions in Å:
1 C -1.257 -0.650 0.317
2 C -0.186 -0.464 -0.428
3 C 0.759 0.807 -0.055
4 I 2.769 0.024 0.149
5 H -1.976 -1.431 0.142
6 H -1.461 -0.006 1.161
7 H 0.088 -1.044 -1.289
8 H 0.786 1.509 -0.880
9 H 0.478 1.254 0.884

Record 3
The following is a DFT calculation (ωB97M-V/def2-TZVPD) of a molecular structure, C3H5I2NO at a distorted geometry.

HOMO-LUMO gap: 9.1 eV
multiplicity: 1
HOMO level: -9.17 eV
energy above the lowest of the compared OMol25 structures with the same formula, charge and spin: 0.000 eV

Atoms and positions in Å:
1 C 0.807 1.718 2.960
2 C 0.163 -0.345 -1.117
3 C -0.065 -0.135 0.322
4 N 0.627 2.676 2.239
5 O 1.045 0.707 3.453
6 I -2.153 0.230 0.787
7 I 0.740 -1.837 1.416
8 H 0.738 0.371 -1.576
9 H 0.715 -1.300 -1.416
10 H -0.773 -0.458 -1.757
11 H 0.578 0.788 0.549
12 H 0.270 3.592 2.489

Record 4
The following is a DFT calculation (ωB97M-V/def2-TZVPD) of a single C3H5IN2S molecule at a distorted geometry.

<S²>: 2.014
HOMO-LUMO gap (spin up / spin down): 7.7 / 6.3 eV
multiplicity: 3
HOMO level (spin up / spin down): -7.08 / -8.91 eV
energy above the lowest of the compared OMol25 structures with the same formula, charge and spin: 0.801 eV

Atoms and positions in Å:
1 C 0.206 -0.228 0.314
2 C -2.008 -0.614 -0.921
3 C 1.419 0.445 0.721
4 N 0.026 -1.429 0.054
5 N -1.345 -1.801 -0.498
6 S -1.239 0.763 -0.050
7 I -2.397 -2.962 1.111
8 H -1.791 -0.469 -2.073
9 H -3.130 -0.692 -0.895
10 H 2.091 0.035 1.529
11 H 1.194 1.439 1.144
12 H 2.169 0.633 -0.101

Record 5
The following is a DFT calculation (ωB97M-V/def2-TZVPD) of a single C3H5IO molecule at a distorted geometry.

SMILES: I[C@@H]1CCO1
HOMO-LUMO gap: 9.9 eV
multiplicity: 1
HOMO level: -9.29 eV
energy above the lowest of the compared OMol25 structures with the same formula, charge and spin: 1.942 eV

Atoms and positions in Å:
1 I 3.281 0.071 0.042
2 C 1.389 -0.519 -0.709
3 C 0.049 0.656 -0.118
4 C -0.287 -0.616 0.614
5 O 0.715 -1.456 0.062
6 H 1.595 -0.681 -1.712
7 H -0.686 1.145 -0.631
8 H 0.621 1.445 0.399
9 H -0.164 -0.750 1.648
10 H -1.261 -1.047 0.210

Record 6
The following is a DFT calculation (ωB97M-V/def2-TZVPD) of a single C3H5IO2S molecule at a distorted geometry.

<S²>: 2.006
HOMO-LUMO gap (spin up / spin down): 6.9 / 6.2 eV
multiplicity: 3
HOMO level (spin up / spin down): -6.45 / -10.25 eV
energy above the lowest of the compared OMol25 structures with the same formula, charge and spin: 0.339 eV

Atoms and positions in Å:
1 C 1.174 -0.647 0.559
2 C -0.184 -1.287 0.259
3 C 0.338 -0.195 -0.578
4 O 0.313 2.640 -0.639
5 O -0.938 1.506 1.148
6 S -0.383 1.482 -0.193
7 I -2.388 1.258 -1.612
8 H 1.023 -0.014 1.560
9 H 2.035 -1.266 0.392
10 H -0.334 -2.169 -0.233
11 H -1.053 -0.948 0.915
12 H 0.397 -0.359 -1.578

Record 7
The following is a DFT calculation (ωB97M-V/def2-TZVPD) of a single C3H5IS molecule at a distorted geometry.

<S²>: 2.007
HOMO-LUMO gap (spin up / spin down): 6.3 / 5.5 eV
multiplicity: 3
HOMO level (spin up / spin down): -5.55 / -9.09 eV
energy above the lowest of the compared OMol25 structures with the same formula, charge and spin: 0.993 eV

Atoms and positions in Å:
1 C 0.156 -0.562 0.953
2 C -0.303 -0.718 -0.277
3 C 0.415 0.283 -1.479
4 S -0.939 1.470 -1.980
5 I 1.156 -0.930 -3.124
6 H -0.157 -1.318 1.686
7 H 0.995 0.107 0.980
8 H -0.855 -1.495 -0.728
9 H 1.254 0.881 -1.045
10 H -1.529 1.211 -0.736

Record 8
The following is a DFT calculation (ωB97M-V/def2-TZVPD) of a molecular structure, C3H5IrO3 at a distorted geometry.

<S²>: 8.764
total charge: +1
HOMO-LUMO gap (spin up / spin down): 9.1 / 6.9 eV
multiplicity: 6
HOMO level (spin up / spin down): -13.70 / -15.36 eV
energy above the lowest of the compared OMol25 structures with the same formula, charge and spin: 0.799 eV

Atoms and positions in Å:
1 O 1.082 -0.883 -0.738
2 C 0.367 1.733 0.147
3 C -0.123 -1.354 -0.249
4 O 0.058 2.862 0.445
5 O -0.470 0.999 -0.556
6 C -1.040 -0.174 0.044
7 H -0.066 -1.950 0.684
8 H -0.613 -2.006 -0.998
9 H -1.168 -0.019 1.125
10 H -2.022 -0.309 -0.425
11 H 1.355 1.330 0.635
12 Ir 2.641 -0.228 -0.113

Record 9
The following is a DFT calculation (ωB97M-V/def2-TZVPD) of a molecular structure, C3H5IrO4 at a distorted geometry.

<S²>: 8.756
total charge: +1
HOMO-LUMO gap (spin up / spin down): 9.8 / 5.6 eV
multiplicity: 6
HOMO level (spin up / spin down): -14.26 / -14.75 eV
energy above the lowest of the compared OMol25 structures with the same formula, charge and spin: 0.486 eV

Atoms and positions in Å:
1 O -1.390 0.076 -1.399
2 C 0.536 0.005 0.765
3 C -0.241 0.615 -2.012
4 O 0.854 -1.209 0.854
5 O 1.244 0.781 -0.040
6 C 0.587 1.502 -1.099
7 H -0.574 1.231 -2.860
8 H 0.408 -0.186 -2.407
9 H -0.034 2.297 -0.663
10 H 1.409 1.948 -1.669
11 Ir -0.562 -1.372 2.233
12 O -0.416 0.473 1.476
13 H -1.436 0.374 -0.452

Record 10
The following is a DFT calculation (ωB97M-V/def2-TZVPD) of a molecular structure, C3H5Li2O3 at a distorted geometry.

total charge: +1
HOMO-LUMO gap: 9.2 eV
multiplicity: 1
HOMO level: -12.90 eV

Atoms and positions in Å:
1 C 1.406 0.467 0.402
2 C 0.891 1.015 1.606
3 H 1.776 -0.559 0.478
4 H 1.846 1.129 -0.348
5 H 0.988 0.370 2.485
6 H -0.564 0.669 0.882
7 H 1.194 2.043 1.833
8 O -2.031 -0.794 -1.580
9 C -0.936 -0.869 -0.934
10 O -0.240 -1.889 -0.896
11 O -0.581 0.312 -0.390
12 Li -2.080 1.129 -1.665
13 Li -1.670 -3.023 -1.873

Record 11
The following is a DFT calculation (ωB97M-V/def2-TZVPD) of a molecular structure, C3H5LiO3Rb at a distorted geometry.

<S²>: 0.753
total charge: +2
HOMO-LUMO gap (spin up / spin down): 9.3 / 11.2 eV
multiplicity: 2
HOMO level (spin up / spin down): -16.32 / -18.91 eV
energy above the lowest of the compared OMol25 structures with the same formula, charge and spin: 0.754 eV

Atoms and positions in Å:
1 H -0.580 -1.919 -0.523
2 O -0.747 -1.055 0.207
3 C -1.450 -1.895 1.174
4 C -1.243 -3.255 0.535
5 C 4.153 -1.257 0.862
6 O 3.021 -1.021 1.021
7 O 5.287 -1.434 0.760
8 Rb -2.855 1.744 -1.222
9 Li 1.078 -0.673 1.069
10 H -2.512 -1.620 1.177
11 H -0.930 -1.825 2.134
12 H -1.597 -3.428 -0.475
13 H -1.384 -4.109 1.213

Record 12
The following is a DFT calculation (ωB97M-V/def2-TZVPD) of a molecular structure, C3H5LiO3Yb at a distorted geometry.

<S²>: 0.751
total charge: +1
HOMO-LUMO gap (spin up / spin down): 5.4 / 8.2 eV
multiplicity: 2
HOMO level (spin up / spin down): -9.04 / -12.07 eV
energy above the lowest of the compared OMol25 structures with the same formula, charge and spin: 0.000 eV

Atoms and positions in Å:
1 C -1.071 -0.242 -0.695
2 C -1.903 -0.025 0.508
3 H -1.414 0.301 -1.580
4 H -0.790 -1.288 -0.850
5 H -2.668 0.739 0.323
6 H -2.332 -0.953 0.905
7 H -0.921 0.459 1.176
8 O 2.496 0.533 -0.089
9 C 1.456 -0.196 0.080
10 O 1.495 -1.402 0.301
11 O 0.326 0.511 -0.122
12 Yb 1.799 2.697 -0.301
13 Li 3.527 -1.135 0.343

Record 13
The following is a DFT calculation (ωB97M-V/def2-TZVPD) of a molecular structure, C3H5LuO4 at a distorted geometry.

HOMO-LUMO gap: 7.5 eV
multiplicity: 1
HOMO level: -7.87 eV

Atoms and positions in Å:
1 O 0.675 -0.578 -1.214
2 C -0.771 1.163 -0.112
3 C 0.691 -1.208 0.046
4 O -1.990 0.949 -0.382
5 O -0.396 0.689 1.117
6 C 0.733 -0.180 1.165
7 H 1.587 -1.842 0.107
8 H -0.225 -1.815 0.166
9 H 1.652 0.423 1.084
10 H 0.677 -0.682 2.138
11 Lu -3.514 0.626 -2.119
12 O -0.001 1.952 -0.750
13 H 0.883 0.503 -1.245

Record 14
The following is a DFT calculation (ωB97M-V/def2-TZVPD) of a single C3H5N molecule at a distorted geometry.

SMILES: C=CN=C
HOMO-LUMO gap: 10.8 eV
multiplicity: 1
HOMO level: -9.58 eV
energy above the lowest of the compared OMol25 structures with the same formula, charge and spin: 3.021 eV

Atoms and positions in Å:
1 C 1.757 0.522 -0.079
2 C 0.600 -0.055 -0.039
3 N -0.969 0.804 0.110
4 C -1.905 -0.083 -0.019
5 H 2.613 -0.174 -0.120
6 H 2.137 1.576 -0.127
7 H 0.363 -1.040 0.286
8 H -2.950 -0.004 0.002
9 H -1.561 -1.111 -0.161

Record 15
The following is a DFT calculation (ωB97M-V/def2-TZVPD) of a single C3H5N molecule at a distorted geometry.

SMILES: C=CN=C
HOMO-LUMO gap: 10.3 eV
multiplicity: 1
HOMO level: -9.43 eV
energy above the lowest of the compared OMol25 structures with the same formula, charge and spin: 1.672 eV

Atoms and positions in Å:
1 C -0.709 -0.312 1.093
2 C 0.520 -0.428 0.591
3 N 1.045 0.420 -0.416
4 C 0.299 0.615 -1.417
5 H -1.220 0.639 1.156
6 H -1.055 -1.082 1.770
7 H 1.188 -1.190 0.968
8 H 0.693 0.988 -2.359
9 H -0.761 0.350 -1.386

Record 16
The following is a DFT calculation (ωB97M-V/def2-TZVPD) of a gas-phase ion, C3H5N2 (charge +1) at a distorted geometry.

total charge: +1
SMILES: C1=NC=[NH+]C1
HOMO-LUMO gap: 10.4 eV
multiplicity: 1
HOMO level: -16.11 eV
energy above the lowest of the compared OMol25 structures with the same formula, charge and spin: 2.218 eV

Atoms and positions in Å:
1 C -0.431 1.162 -0.062
2 N -1.442 0.362 -0.057
3 C -0.990 -0.940 -0.062
4 N 0.306 -0.949 -0.034
5 C 0.809 0.401 -0.010
6 H -0.358 2.394 0.033
7 H -1.678 -1.775 -0.068
8 H 1.022 -1.786 -0.033
9 H 1.537 0.470 -0.797
10 H 1.224 0.660 1.090

Record 17
The following is a DFT calculation (ωB97M-V/def2-TZVPD) of a gas-phase ion, C3H5N2O (charge +1) at a distorted geometry.

total charge: +1
SMILES: C/N=C/C=[N+]=O
HOMO-LUMO gap: 10.2 eV
multiplicity: 1
HOMO level: -15.90 eV
energy above the lowest of the compared OMol25 structures with the same formula, charge and spin: 6.540 eV

Atoms and positions in Å:
1 C -1.082 -0.897 0.051
2 N 0.085 -0.147 0.014
3 C 0.606 0.932 0.002
4 C 2.442 0.729 0.054
5 N 2.506 -0.498 -0.081
6 O 1.586 -1.228 -0.166
7 H -1.900 -0.120 0.075
8 H -1.041 -1.437 -0.994
9 H -1.310 -1.670 0.913
10 H 0.478 1.959 0.102
11 H 3.039 1.539 0.106

Record 18
The following is a DFT calculation (ωB97M-V/def2-TZVPD) of a molecular structure, C3H5N2O at a distorted geometry.

total charge: +1
HOMO-LUMO gap: 11.1 eV
multiplicity: 1
HOMO level: -16.69 eV
energy above the lowest of the compared OMol25 structures with the same formula, charge and spin: 1.846 eV

Atoms and positions in Å:
1 C -0.454 0.261 -0.250
2 C -2.035 1.344 -0.914
3 C 0.690 -0.401 0.261
4 N -1.567 0.998 0.412
5 N -0.839 0.630 -1.444
6 O -2.858 1.872 -1.513
7 H 1.311 0.498 0.562
8 H 1.033 -1.116 -0.472
9 H 0.441 -0.877 1.199
10 H -2.219 0.640 1.074
11 H -0.259 0.752 -2.335

Record 19
The following is a DFT calculation (ωB97M-V/def2-TZVPD) of a molecular structure, C3H5N2O2 at a distorted geometry.

total charge: -1
HOMO-LUMO gap: 7.6 eV
multiplicity: 1
HOMO level: -3.34 eV
energy above the lowest of the compared OMol25 structures with the same formula, charge and spin: 3.649 eV

Atoms and positions in Å:
1 C -1.333 0.298 0.684
2 C -1.241 0.268 -0.781
3 C -0.097 -0.285 0.054
4 N 1.040 0.436 0.189
5 N 2.242 -0.026 -0.046
6 O 2.387 -1.204 -0.355
7 O 3.195 0.734 0.076
8 H -1.210 1.208 1.313
9 H -2.068 -0.306 1.305
10 H -1.717 -0.607 -1.308
11 H -1.204 1.086 -1.438
12 H 0.005 -1.603 0.307

Record 20
The following is a DFT calculation (ωB97M-V/def2-TZVPD) of a gas-phase ion, C3H5N2O2 (charge +1) at a distorted geometry.

total charge: +1
SMILES: C/N=C/C(=O)[NH+]=O
HOMO-LUMO gap (spin up / spin down): 8.3 / 7.9 eV
multiplicity: 1
HOMO level (spin up / spin down): -15.17 / -15.36 eV
energy above the lowest of the compared OMol25 structures with the same formula, charge and spin: 4.668 eV

Atoms and positions in Å:
1 C 1.095 0.436 -0.396
2 N -0.085 -0.004 0.150
3 C -0.817 -0.103 1.129
4 C -2.293 -0.553 0.954
5 O -3.051 -0.741 1.840
6 N -2.508 -0.727 -0.409
7 O -1.693 -0.292 -1.258
8 H 1.834 -0.373 -0.384
9 H 1.492 1.305 0.139
10 H 0.930 0.699 -1.444
11 H -0.588 0.103 2.170
12 H -3.014 -1.599 -0.641

Number 1: electronic energy -414.6814 Ha. Number 2: electronic energy -414.9623 Ha. Number 3: electronic energy -842.6662 Ha. Number 4: electronic energy -922.5482 Ha. Number 5: electronic energy -490.1416 Ha. Number 6: electronic energy -963.4650 Ha. Number 7: electronic energy -812.9644 Ha. Number 8: electronic energy -446.7812 Ha. Number 9: electronic energy -522.0589 Ha. Number 10: electronic energy -357.8790 Ha. Number 11: electronic energy -374.0853 Ha. Number 12: electronic energy -1509.0220 Ha. Number 13: electronic energy -1653.7087 Ha. Number 14: electronic energy -171.9441 Ha. Number 15: electronic energy -171.9936 Ha. Number 16: electronic energy -226.5109 Ha. Number 17: electronic energy -301.5889 Ha. Number 18: electronic energy -301.7614 Ha. Number 19: electronic energy -377.1560 Ha. Number 20: electronic energy -376.8646 Ha.